# 1
C41H51BBrN6O2PbS3 as an isolated structure. Source: OMol25; level of theory: the ωB97M-V functional and the def2-TZVPD basis.

Properties
- LUMO level (eV) = -9.0
- net charge = +3
- relative energy (zero: lowest compared OMol25 entry of this formula, charge and spin) (kJ/mol) = 0.0
- HOMO (Ha) = -0.5762

Element x y z (Å)
Pb  1.664  -3.261  -2.365
C  4.176  -0.850  -0.451
C  2.885  -0.452  0.188
C  2.776  -0.233  1.532
C  1.533  0.088  2.129
N  0.469  0.253  1.385
N  0.594  0.086  0.060
B  -0.626  0.520  -0.691
N  -1.976  0.674  0.079
N  -2.319  1.409  1.105
C  -3.606  1.339  1.452
C  -4.523  0.545  0.726
C  -4.152  -0.208  -0.370
C  -5.073  -1.081  -1.163
C  -2.796  -0.091  -0.636
S  -1.638  -0.814  -1.795
C  -4.066  2.135  2.652
C  -5.214  3.062  2.216
C  -2.930  2.967  3.243
C  -4.571  1.126  3.703
N  -0.388  1.719  -1.622
N  0.331  2.681  -1.038
C  0.550  3.784  -1.720
C  0.054  3.916  -3.043
C  -0.691  2.932  -3.633
C  -1.231  3.008  -5.030
C  -0.907  1.795  -2.837
S  -1.837  0.437  -3.457
C  1.323  4.901  -1.051
C  2.515  5.288  -1.940
C  0.359  6.094  -0.912
C  1.820  4.477  0.330
C  1.705  -0.298  -0.581
S  1.650  -0.537  -2.303
C  1.375  0.342  3.620
C  0.055  -0.253  4.117
C  1.364  1.871  3.803
C  2.534  -0.272  4.410
H  4.994  -0.787  0.263
H  4.401  -0.219  -1.311
H  4.113  -1.880  -0.806
H  3.656  -0.321  2.155
H  -5.561  0.533  1.036
H  -6.112  -0.866  -0.928
H  -4.881  -2.130  -0.927
H  -4.923  -0.947  -2.235
H  -4.899  3.743  1.424
H  -5.524  3.663  3.070
H  -6.090  2.508  1.874
H  -2.535  3.683  2.521
H  -2.108  2.339  3.588
H  -3.314  3.523  4.097
H  -5.457  0.586  3.363
H  -4.843  1.667  4.608
H  -3.797  0.399  3.960
H  0.279  4.815  -3.603
H  -1.104  4.005  -5.444
H  -2.295  2.762  -5.060
H  -0.705  2.302  -5.677
H  2.202  5.684  -2.907
H  3.179  4.439  -2.109
H  3.089  6.069  -1.442
H  0.021  6.465  -1.882
H  0.875  6.912  -0.409
H  -0.516  5.829  -0.314
H  2.522  3.643  0.262
H  0.998  4.182  0.983
H  2.337  5.319  0.789
H  -0.790  0.098  3.525
H  -0.099  0.041  5.156
H  0.080  -1.343  4.074
H  0.525  2.317  3.266
H  2.291  2.323  3.440
H  1.268  2.111  4.862
H  2.683  -1.324  4.155
H  2.307  -0.220  5.474
H  3.471  0.265  4.256
C  1.451  -6.955  -4.561
C  2.130  -5.616  -4.625
C  3.374  -5.420  -4.017
C  4.044  -4.205  -4.124
C  3.471  -3.151  -4.836
C  2.236  -3.330  -5.450
C  1.571  -4.549  -5.334
H  2.011  -7.680  -5.154
H  0.438  -6.913  -4.956
H  1.417  -7.337  -3.540
H  3.837  -6.240  -3.479
H  5.025  -4.089  -3.680
H  4.015  -2.222  -4.957
H  1.804  -2.533  -6.043
H  0.620  -4.691  -5.834
Br  -2.496  -2.935  1.250
C  -0.992  -3.681  2.144
C  -1.252  -4.182  3.407
C  -0.221  -4.722  4.162
C  1.070  -4.748  3.658
C  1.318  -4.241  2.394
C  0.295  -3.704  1.605
C  0.675  -3.255  0.235
O  1.919  -3.159  -0.036
O  -0.183  -3.018  -0.660
H  -2.258  -4.149  3.800
H  -0.434  -5.125  5.144
H  1.877  -5.170  4.240
H  2.318  -4.267  1.985



# 2
C41H51BiI2N2O6P2S2 as an isolated structure. Source: OMol25; level of theory: the ωB97M-V functional and the def2-TZVPD basis.

Properties
- LUMO level (alpha / beta) (eV) = 2.2 / 2.2
- net charge = -1
- spin multiplicity = 2
- relative energy (zero: lowest compared OMol25 entry of this formula, charge and spin) (kJ/mol) = 0.0
- HOMO (alpha / beta) (Ha) = -0.0947 / -0.1639

Element x y z (Å)
Bi  0.805  -0.204  0.680
S  -0.251  1.936  1.739
C  -1.365  1.442  3.020
C  -2.068  2.461  3.670
C  -2.962  2.183  4.689
C  -3.161  0.867  5.083
C  -2.471  -0.150  4.447
C  -1.572  0.110  3.406
S  -0.768  -1.258  2.638
H  -1.899  3.485  3.356
H  -3.497  2.991  5.174
H  -3.853  0.630  5.882
H  -2.619  -1.182  4.743
I  5.344  -0.302  -2.489
C  5.153  -0.221  -0.407
C  6.294  -0.271  0.383
C  6.164  -0.220  1.754
I  7.936  -0.316  2.890
C  4.912  -0.113  2.392
C  4.709  -0.045  3.800
C  3.404  0.105  4.294
C  2.335  0.155  3.444
N  2.490  0.051  2.089
C  3.771  -0.065  1.553
C  3.867  -0.132  0.139
O  2.775  -0.100  -0.592
H  7.269  -0.350  -0.076
H  5.554  -0.083  4.470
H  3.228  0.200  5.358
H  1.321  0.278  3.801
O  2.820  -3.254  -2.065
C  1.782  -3.099  -1.676
O  1.869  -2.701  1.266
N  1.390  -3.544  2.121
C  1.678  -3.397  3.436
C  1.182  -4.282  4.367
C  0.368  -5.331  3.964
C  0.078  -5.454  2.616
C  0.596  -4.556  1.708
H  2.295  -2.541  3.669
H  1.429  -4.131  5.408
H  -0.035  -6.028  4.685
H  -0.559  -6.249  2.253
H  0.407  -4.571  0.647
C  -4.644  -0.854  -2.115
C  -3.514  0.045  -1.618
C  -3.590  0.139  -0.086
C  -3.671  1.464  -2.168
P  -1.757  -0.573  -2.001
C  -2.003  -2.384  -1.721
C  -2.057  -2.752  -0.374
C  -2.328  -4.057  0.014
C  -2.497  -5.047  -0.942
C  -2.399  -4.709  -2.286
C  -2.168  -3.395  -2.668
C  -1.379  -0.365  -3.840
C  -1.041  1.115  -4.077
C  -2.433  -0.776  -4.872
C  -0.069  -1.138  -4.062
H  -5.606  -0.429  -1.808
H  -4.567  -1.854  -1.687
H  -4.650  -0.944  -3.201
H  -4.498  0.682  0.197
H  -2.730  0.676  0.327
H  -3.637  -0.845  0.381
H  -4.562  1.925  -1.730
H  -3.801  1.465  -3.250
H  -2.811  2.087  -1.910
H  -1.888  -2.012  0.401
H  -2.387  -4.285  1.071
H  -2.697  -6.070  -0.649
H  -2.516  -5.471  -3.048
H  -2.117  -3.178  -3.725
H  -1.929  1.740  -4.141
H  -0.504  1.214  -5.025
H  -0.403  1.521  -3.294
H  -3.277  -0.086  -4.867
H  -2.830  -1.778  -4.727
H  -1.982  -0.733  -5.869
H  0.727  -0.731  -3.431
H  0.241  -1.027  -5.106
H  -0.154  -2.202  -3.843
C  2.468  4.626  1.981
C  2.642  3.745  0.764
O  1.690  4.128  -0.239
P  0.880  2.942  -1.018
O  1.422  3.088  -2.547
C  2.692  2.453  -2.802
C  2.792  2.120  -4.273
O  -0.525  3.697  -1.333
C  -1.115  4.633  -0.416
C  -2.610  4.405  -0.393
H  3.217  4.373  2.732
H  1.477  4.467  2.410
H  2.576  5.678  1.709
H  2.496  2.696  1.043
H  3.646  3.845  0.344
H  2.793  1.551  -2.188
H  3.492  3.146  -2.522
H  2.059  1.360  -4.546
H  3.789  1.734  -4.488
H  2.611  3.009  -4.880
H  -0.867  5.641  -0.757
H  -0.701  4.496  0.582
H  -3.039  4.523  -1.390
H  -3.080  5.126  0.281
H  -2.824  3.399  -0.030



# 3
C41H51BrN4P2Si2V as an isolated structure in a non-equilibrium geometry. Source: OMol25; level of theory: the ωB97M-V functional and the def2-TZVPD basis.

Properties
- LUMO level (alpha / beta) (eV) = 0.2 / 0.1
- net charge = 0
- spin multiplicity = 2
- relative energy (zero: lowest compared OMol25 entry of this formula, charge and spin) (kJ/mol) = 72.8
- HOMO (alpha / beta) (Ha) = -0.2164 / -0.1852

Element x y z (Å)
V  -0.867  -0.436  -0.075
C  -3.090  -0.429  2.869
Si  -1.295  -0.218  3.331
C  -0.933  -1.533  4.605
C  -1.061  1.430  4.177
N  -0.373  -0.353  1.883
P  1.207  -0.582  1.508
C  1.287  -1.300  -0.020
P  1.307  -0.516  -1.517
N  -0.240  -0.178  -1.960
Si  -0.969  -0.075  -3.522
C  -2.568  0.876  -3.346
C  -1.331  -1.786  -4.162
C  0.055  0.832  -4.801
C  2.278  1.007  -1.751
C  1.639  2.239  -1.872
C  2.380  3.402  -2.049
C  3.764  3.343  -2.095
C  4.413  2.123  -1.949
C  3.673  0.962  -1.770
C  2.016  -1.653  -2.764
C  1.801  -3.022  -2.571
C  2.179  -3.941  -3.539
C  2.781  -3.504  -4.714
C  3.008  -2.149  -4.913
C  2.624  -1.228  -3.944
C  1.941  -1.700  2.751
C  2.041  -3.056  2.455
C  2.481  -3.957  3.418
C  2.841  -3.504  4.681
C  2.763  -2.150  4.981
C  2.308  -1.253  4.022
C  2.101  0.974  1.820
C  3.491  0.983  1.947
C  4.167  2.176  2.168
C  3.461  3.371  2.252
C  2.082  3.374  2.101
C  1.406  2.179  1.878
H  -3.743  -0.217  3.728
H  -3.267  -1.468  2.561
H  -3.381  0.222  2.040
H  -1.845  -1.716  5.189
H  -0.143  -1.229  5.298
H  -0.628  -2.480  4.143
H  -1.735  1.502  5.042
H  -1.263  2.280  3.513
H  -0.030  1.531  4.542
H  -3.181  0.495  -2.523
H  -3.154  0.820  -4.273
H  -2.347  1.933  -3.148
H  -1.744  -2.416  -3.365
H  -0.405  -2.255  -4.519
H  -2.048  -1.765  -4.995
H  0.780  1.515  -4.345
H  -0.609  1.425  -5.443
H  0.604  0.130  -5.439
H  0.557  2.271  -1.845
H  1.876  4.357  -2.148
H  4.342  4.249  -2.239
H  5.495  2.078  -1.972
H  4.176  0.007  -1.653
H  1.347  -3.350  -1.643
H  2.005  -4.999  -3.379
H  3.075  -4.219  -5.474
H  3.488  -1.807  -5.823
H  2.794  -0.172  -4.115
H  1.791  -3.393  1.454
H  2.554  -5.013  3.178
H  3.187  -4.204  5.432
H  3.052  -1.793  5.964
H  2.239  -0.197  4.263
H  4.038  0.049  1.886
H  5.246  2.175  2.273
H  3.990  4.301  2.429
H  1.534  4.309  2.154
H  0.332  2.165  1.758
Br  -1.284  -5.907  0.638
C  -2.187  -4.315  0.172
C  -3.505  -4.350  -0.239
C  -4.093  -3.143  -0.579
C  -3.368  -1.975  -0.482
N  -2.071  -1.943  -0.105
C  -1.489  -3.126  0.223
H  -4.045  -5.285  -0.300
H  -5.130  -3.106  -0.895
H  -3.809  -1.016  -0.711
H  -0.450  -3.081  0.506
C  -4.074  3.231  1.593
C  -3.390  3.253  0.218
C  -4.436  3.381  -0.898
C  -2.395  4.429  0.148
C  -2.657  1.982  0.051
N  -2.073  0.980  -0.034
H  -4.558  4.196  1.767
H  -3.350  3.056  2.393
H  -4.831  2.446  1.639
H  -4.889  4.373  -0.849
H  -5.220  2.632  -0.781
H  -3.984  3.252  -1.884
H  -2.928  5.375  0.279
H  -1.885  4.447  -0.819
H  -1.641  4.343  0.934



# 4
C41H51HfN5O2P2SSi2Te as an isolated structure in a non-equilibrium geometry. Source: OMol25; level of theory: the ωB97M-V functional and the def2-TZVPD basis.

Properties
- LUMO level (eV) = 4.0
- net charge = -2
- relative energy (zero: lowest compared OMol25 entry of this formula, charge and spin) (kJ/mol) = 0.0
- HOMO (Ha) = -0.0582

Element x y z (Å)
Hf  0.385  -0.074  0.016
C  -0.394  1.461  4.311
Si  -0.967  -0.128  3.455
C  0.415  -1.368  3.822
C  -2.302  -0.794  4.665
N  -1.386  -0.141  1.817
P  -2.398  0.966  1.100
C  -1.713  1.251  -0.444
P  -2.065  0.135  -1.669
N  -1.409  -1.262  -1.093
Si  -2.151  -2.812  -0.946
C  -1.330  -4.071  -2.086
C  -2.208  -3.546  0.800
C  -4.035  -2.905  -1.235
C  -1.193  0.853  -3.130
C  -0.131  0.233  -3.774
C  0.437  0.804  -4.903
C  -0.037  2.014  -5.394
C  -1.099  2.641  -4.754
C  -1.675  2.056  -3.635
C  -3.496  -0.319  -2.814
C  -3.150  -1.206  -3.839
C  -4.081  -1.629  -4.768
C  -5.387  -1.155  -4.716
C  -5.737  -0.248  -3.732
C  -4.793  0.171  -2.796
C  -2.769  2.405  2.164
C  -2.189  3.644  1.923
C  -2.463  4.724  2.748
C  -3.339  4.590  3.817
C  -3.964  3.368  4.038
C  -3.689  2.292  3.207
C  -4.081  0.190  1.142
C  -5.059  0.716  0.311
C  -6.347  0.203  0.280
C  -6.685  -0.856  1.108
C  -5.724  -1.385  1.958
C  -4.439  -0.861  1.977
H  -0.090  1.170  5.323
H  0.460  1.908  3.796
H  -1.170  2.218  4.401
H  0.618  -1.347  4.898
H  0.132  -2.383  3.536
H  1.350  -1.117  3.296
H  -1.876  -0.808  5.675
H  -3.219  -0.208  4.709
H  -2.558  -1.825  4.404
H  -0.264  -4.154  -1.856
H  -1.791  -5.056  -1.952
H  -1.426  -3.787  -3.137
H  -1.242  -3.736  1.280
H  -2.753  -2.843  1.431
H  -2.776  -4.483  0.756
H  -4.388  -2.788  -2.260
H  -4.349  -3.897  -0.897
H  -4.542  -2.163  -0.611
H  0.238  -0.715  -3.403
H  1.271  0.308  -5.388
H  0.422  2.469  -6.265
H  -1.480  3.587  -5.124
H  -2.496  2.553  -3.129
H  -2.132  -1.574  -3.893
H  -3.788  -2.328  -5.542
H  -6.120  -1.486  -5.443
H  -6.746  0.147  -3.693
H  -5.082  0.886  -2.058
H  -1.515  3.754  1.078
H  -1.987  5.678  2.552
H  -3.547  5.436  4.461
H  -4.666  3.250  4.854
H  -4.190  1.353  3.385
H  -4.788  1.560  -0.308
H  -7.085  0.627  -0.392
H  -7.686  -1.271  1.087
H  -5.971  -2.219  2.605
H  -3.691  -1.293  2.613
N  2.853  3.555  1.783
C  2.285  2.331  1.400
S  0.609  2.290  1.079
N  3.117  1.338  1.384
N  2.568  0.122  0.953
C  3.057  -0.850  1.634
C  2.812  -2.284  1.454
C  3.911  -3.115  1.658
C  3.844  -4.487  1.459
C  2.619  -5.023  1.076
C  1.502  -4.224  0.917
C  1.538  -2.828  1.110
O  0.520  -2.067  0.936
H  2.147  4.192  2.119
H  3.600  3.426  2.450
H  3.756  -0.636  2.445
H  4.855  -2.654  1.935
H  4.718  -5.113  1.587
H  2.523  -6.090  0.900
H  0.564  -4.681  0.617
O  1.091  0.799  -1.444
C  3.609  -3.605  -2.419
Te  2.385  -1.923  -1.848
C  3.751  -0.472  -2.575
H  3.796  -3.557  -3.491
H  3.051  -4.512  -2.190
H  4.551  -3.621  -1.870
H  4.754  -0.706  -2.219
H  3.380  0.463  -2.157
H  3.732  -0.420  -3.662



| no. | E (Ha) |
| --- | --- |
| 1 | -6057.4906 |
| 2 | -4443.0843 |
| 3 | -6591.7954 |
| 4 | -3993.3668 |